The following is a DFT calculation (ωB97M-V/def2-TZVPD) of a structure of composition C32H31EuF7N2O3 in a non-equilibrium geometry.

XYZ file:
```
76
C32H31EuF7N2O3, DFT ωB97M-V/def2-TZVPD
Eu 0.067 -0.118 -0.353
C -0.243 -1.329 2.574
C -1.542 -0.747 2.348
C -1.422 0.645 2.663
C -0.079 0.883 3.041
C 0.711 -0.293 2.873
C 2.149 -0.433 3.235
C 0.395 2.180 3.568
C -2.540 1.577 2.954
C -2.792 -1.515 2.029
C 0.027 -2.778 2.691
H 2.695 -1.175 2.618
H 2.280 -0.634 4.321
H 2.634 0.544 3.044
H -0.252 2.598 4.377
H 0.452 2.968 2.740
H 1.428 2.112 4.002
H -2.806 2.247 2.124
H -2.289 2.223 3.836
H -3.464 1.071 3.154
H -3.585 -0.992 1.482
H -3.206 -1.951 2.957
H -2.561 -2.377 1.400
H 1.080 -3.057 2.532
H -0.499 -3.430 1.983
H -0.277 -3.143 3.704
F -3.211 -2.544 -4.330
C -3.145 -1.330 -3.694
C -2.548 -1.341 -2.430
C -2.232 -0.139 -1.882
C -2.698 1.077 -2.403
C -3.147 0.992 -3.751
F -3.126 2.070 -4.572
C -3.473 -0.182 -4.412
C -2.412 2.351 -1.782
C -3.036 3.557 -2.238
C -2.595 4.736 -1.657
C -1.717 4.745 -0.551
C -1.208 3.497 -0.185
N -1.607 2.351 -0.677
H -2.272 -2.282 -1.974
H -3.941 -0.224 -5.386
H -3.920 3.502 -2.942
H -2.901 5.657 -2.158
H -1.506 5.671 0.020
H -0.358 3.493 0.537
C 4.503 -0.759 -0.580
C 3.145 -1.305 -1.000
O 3.104 -2.001 -2.016
O 2.173 -1.072 -0.126
H 4.851 -0.163 -1.438
H 5.186 -1.653 -0.574
H 4.443 -0.110 0.296
F 1.075 1.181 -2.138
C 1.933 2.155 -1.558
C 1.918 2.222 -0.199
C 2.852 2.972 0.413
F 3.014 3.007 1.745
C 3.698 3.877 -0.337
F 4.317 4.875 0.381
C 3.783 3.746 -1.714
F 4.524 4.547 -2.512
C 2.905 2.768 -2.325
F 2.998 2.521 -3.668
C 1.577 -5.391 -1.073
N 0.358 -4.627 -0.639
C -0.779 -5.372 -0.146
C 0.305 -3.309 -0.785
O -0.660 -2.577 -0.351
H 1.705 -6.252 -0.403
H 2.430 -4.677 -1.099
H 1.448 -5.753 -2.142
H -0.514 -6.082 0.671
H -1.274 -6.069 -0.856
H -1.496 -4.584 0.125
H 1.172 -2.850 -1.378
```

Properties
- Multiplicity: 7
- F_max: 3.043 eV/Å
- Frontier orbital gap (alpha / beta): 4.8 / 6.3 eV
- Net charge: -1
- Calculated total energy: -81159.88807 eV
- E_LUMO (alpha / beta): 0.941 / 2.372 eV
- Energy relative to the best compared isomer or geometry (same formula, charge and spin): 0.0000 eV

***

The following is a DFT calculation (ωB97M-V/def2-TZVPD) of a cluster of 2 separate species, C5H14 in total in a non-equilibrium geometry.

XYZ file:
```
19
C5H14, DFT ωB97M-V/def2-TZVPD
C 1.733 -0.595 0.460
C 2.115 -1.333 -0.819
C 0.494 -1.215 1.203
H 2.560 -0.700 1.167
H 1.457 0.438 0.276
H 1.263 -1.612 -1.444
H 0.606 -2.292 1.165
H 2.668 -2.250 -0.610
H 2.770 -0.657 -1.383
H 0.564 -0.840 2.228
H -0.400 -0.794 0.757
C -2.355 1.022 -0.853
C -1.619 1.934 0.128
H -3.378 1.381 -1.050
H -1.865 0.886 -1.821
H -2.518 0.014 -0.441
H -1.272 1.427 1.022
H -0.685 2.310 -0.313
H -2.138 2.875 0.326
```

Properties
- Multiplicity: 2
- F_max: 1.960 eV/Å
- Frontier orbital gap (alpha / beta): 2.7 / 11.9 eV
- Net charge: -1
- Calculated total energy: -5410.11498 eV
- E_LUMO (alpha / beta): 4.249 / 4.211 eV
- Energy relative to the best compared isomer or geometry (same formula, charge and spin): 0.3939 eV

***

The following is a DFT calculation (ωB97M-V/def2-TZVPD) of a cluster of 2 separate species, C26H53I2N2OP in total in a non-equilibrium geometry.

XYZ file:
```
85
C26H53I2N2OP, DFT ωB97M-V/def2-TZVPD
C 2.568 -1.551 -0.105
C 1.150 -2.333 -0.105
C 0.005 -1.226 0.062
C -0.507 -0.801 -1.416
C -0.964 0.755 -1.341
C -2.299 0.874 -2.192
C -2.996 2.314 -2.186
C -2.661 3.234 -0.926
C -4.022 4.024 -0.517
C -4.676 3.320 0.784
C -5.456 2.010 0.308
P -7.137 1.752 1.114
C -7.092 -0.016 1.820
C -6.557 -1.047 0.689
C -7.361 -2.417 0.655
N -6.498 -3.566 0.189
C -8.593 1.878 -0.085
I -9.903 0.130 -0.160
C -8.858 2.998 -0.885
C -10.030 3.133 -1.922
I -7.557 4.754 -0.719
H 2.453 -0.431 0.000
H 3.046 -1.788 -1.106
H 3.188 -1.996 0.728
H 1.056 -3.045 0.774
H 0.958 -2.842 -1.104
H 0.400 -0.311 0.620
H -0.887 -1.584 0.681
H -1.446 -1.431 -1.579
H 0.287 -0.975 -2.198
H -1.115 0.949 -0.226
H -0.139 1.433 -1.713
H -3.074 0.072 -1.949
H -2.002 0.668 -3.278
H -4.115 2.137 -2.342
H -2.661 2.875 -3.123
H -1.891 3.996 -1.279
H -2.348 2.677 0.001
H -3.758 5.110 -0.294
H -4.710 3.992 -1.412
H -3.829 3.130 1.503
H -5.409 4.090 1.201
H -5.608 1.936 -0.810
H -4.792 1.122 0.590
H -7.331 2.610 2.253
H -8.085 -0.331 2.259
H -6.288 -0.023 2.630
H -6.774 -0.527 -0.309
H -5.438 -1.213 0.769
H -7.789 -2.658 1.674
H -8.251 -2.402 -0.064
H -6.317 -3.397 -0.816
H -7.151 -4.370 0.168
H -10.706 2.234 -1.996
H -9.568 3.270 -2.959
H -10.681 4.048 -1.753
C 8.183 0.833 0.129
C 7.114 -0.251 0.395
C 6.869 -0.367 1.912
C 8.012 -1.057 2.646
C 8.304 -2.418 2.023
C 8.546 -2.358 0.502
N 7.524 -1.545 -0.223
O 6.417 -2.302 -0.344
C 9.958 -1.791 0.221
C 8.630 -3.812 -0.025
C 5.841 0.337 -0.262
H 7.815 1.818 0.430
H 9.106 0.692 0.687
H 8.430 0.889 -0.934
H 5.945 -0.929 2.098
H 6.710 0.626 2.344
H 8.908 -0.430 2.640
H 7.741 -1.189 3.698
H 9.170 -2.861 2.523
H 7.457 -3.081 2.237
H 10.077 -1.534 -0.835
H 10.731 -2.526 0.459
H 10.204 -0.916 0.821
H 7.734 -4.393 0.204
H 9.464 -4.344 0.441
H 8.788 -3.832 -1.106
H 5.960 0.419 -1.345
H 5.633 1.339 0.122
H 4.949 -0.259 -0.057
```

Properties
- Multiplicity: 2
- F_max: 4.061 eV/Å
- Frontier orbital gap (alpha / beta): 6.1 / 6.7 eV
- Net charge: +1
- Calculated total energy: -58327.33117 eV
- E_LUMO (alpha / beta): -3.782 / -3.782 eV